No. 1
Entry from the Open Molecules 2025 dataset: one molecule with the formula C29H27F3N6O in a non-equilibrium geometry (ωB97M-V/def2-TZVPD).

```
! RIJCOSX wB97M-V def2-TZVPD def2/J DEFGRID3
* xyz 0 1
C 1.31547 -1.49377 -7.18861
C 0.92366 -0.67005 -6.00440
C 0.60820 0.67457 -6.12260
C 0.24866 1.42461 -5.01845
C 0.18013 0.83867 -3.75569
C 0.50848 -0.50336 -3.61536
C 0.87875 -1.25653 -4.72865
C 1.20468 -2.61580 -4.55563
C 1.47319 -3.78360 -4.39470
C 1.78185 -5.12747 -4.19948
C 2.25099 -6.09794 -5.08293
N 2.41874 -7.27657 -4.47666
C 2.06648 -7.09232 -3.21367
C 2.03335 -7.96083 -2.11826
C 1.60882 -7.45403 -0.91723
C 1.22912 -6.09695 -0.84207
N 1.25407 -5.27468 -1.84982
N 1.66517 -5.77103 -3.00255
H 0.88899 -5.66421 0.08643
H 1.56000 -8.07060 -0.03493
H 2.33764 -8.98623 -2.24970
H 2.46879 -5.97436 -6.12574
H 0.52400 -0.98755 -2.64855
C -0.20757 1.70945 -2.61074
O 0.00536 2.90317 -2.60530
N -0.83855 1.03627 -1.59567
C -1.31233 1.53269 -0.38662
C -1.19717 2.86702 -0.00482
C -1.68059 3.27259 1.22182
C -2.27691 2.39366 2.12423
C -2.43487 1.06846 1.70515
C -1.95720 0.64696 0.47196
H -2.09380 -0.38103 0.16938
C -3.20212 0.06627 2.52476
F -4.44770 0.48914 2.81859
F -2.62905 -0.24212 3.70288
F -3.36295 -1.10867 1.89325
C -2.67875 2.90327 3.49308
N -1.58284 3.20705 4.39779
C -0.76418 4.34977 4.05316
C 0.09241 4.72259 5.26043
N 0.96218 3.61165 5.59380
C 1.87441 3.94224 6.66526
H 2.48369 4.79330 6.36387
H 2.52986 3.09209 6.84918
H 1.35647 4.19575 7.60429
C 0.15299 2.45101 5.91296
C -0.72997 2.08224 4.72434
H -1.35157 1.23033 4.99856
H -0.08585 1.79659 3.87475
H 0.81686 1.61474 6.14421
H -0.49183 2.64137 6.78979
H 0.71040 5.58992 5.01551
H -0.56897 4.98686 6.10512
H -1.41367 5.19003 3.79634
H -0.08670 4.13779 3.20931
H -3.31539 2.18166 4.00738
H -3.25456 3.82570 3.36749
H -1.60874 4.31601 1.48365
H -0.73765 3.57457 -0.67434
H -1.01393 0.05208 -1.74489
H 0.01235 2.47323 -5.11350
H 0.64784 1.14307 -7.09526
H 1.29808 -0.90013 -8.09881
H 0.63627 -2.33829 -7.30284
H 2.31702 -1.90037 -7.05028
*
```

F_max	1.33	eV Å⁻¹
Kohn-Sham gap	7.8	eV
SMILES	Cc1ccc(C(=O)Nc2ccc(CN3CCN(C)CC3)c(C(F)(F)F)c2)cc1C#Cc1cnc2cccnn12
energy relative to the best compared isomer or geometry (same formula, charge and spin)	0.000	eV


No. 2
Entry from the Open Molecules 2025 dataset: C22H17Cl5MnN6S as an isolated structure in a non-equilibrium geometry (ωB97M-V/def2-TZVPD).

```
! RIJCOSX wB97M-V def2-TZVPD def2/J DEFGRID3
* xyz 1 5
Mn -0.50697 1.13467 -1.46163
S 1.26662 -0.05610 -2.37287
C 1.88096 -0.59544 -0.81120
N 3.11904 -1.01315 -0.80304
N 3.74967 -1.55354 0.20048
C 3.30946 -2.15996 1.42054
C 2.28146 -3.09392 1.44289
C 1.94788 -3.70259 2.63775
C 2.63888 -3.39115 3.80601
C 3.68422 -2.48400 3.76601
C 4.02714 -1.86886 2.56752
N 1.17818 -0.48761 0.36429
N 0.05469 0.06306 0.30489
C -0.63227 0.20306 1.55010
C -0.01795 -0.02361 2.77746
C -0.75524 0.13853 3.93665
C -2.09168 0.52124 3.87946
C -2.69675 0.74608 2.65203
C -1.96415 0.58718 1.48599
H 4.74131 -1.60375 0.02335
H 1.75870 -3.35004 0.53154
H 1.14996 -4.43289 2.65854
H 2.36813 -3.86593 4.73925
H 4.23876 -2.24947 4.66440
H 4.84327 -1.15778 2.52947
H 1.02309 -0.31483 2.81314
H -0.28232 -0.03080 4.89475
H -2.65902 0.64454 4.79184
H -3.73547 1.04298 2.60188
H -2.44057 0.73981 0.52255
Cl -2.03594 3.04923 -1.53496
C -0.38922 3.73225 -1.58365
C 0.59085 2.83118 -1.23888
C 1.88889 3.32700 -1.22648
Cl 3.19041 2.33164 -0.69738
C 2.15606 4.65087 -1.58151
Cl 3.76294 5.24229 -1.57030
C 1.11455 5.51327 -1.95174
Cl 1.43782 7.13324 -2.38931
C -0.19868 5.05364 -1.94610
Cl -1.52328 6.05848 -2.35382
C -3.18398 -2.67641 -4.12357
N -3.56625 -1.40334 -3.49894
C -4.96390 -0.96596 -3.57268
C -2.67786 -0.68214 -2.89362
N -1.87987 -0.03417 -2.35875
H -3.27234 -2.59602 -5.20612
H -3.84391 -3.46099 -3.75715
H -2.15773 -2.91482 -3.85862
H -5.24787 -0.82541 -4.61472
H -5.07787 -0.02728 -3.03795
H -5.60187 -1.72232 -3.11779
*
```

F_max	1.31	eV Å⁻¹
Kohn-Sham gap (alpha / beta)	5.7 / 6.5	eV
energy relative to the best compared isomer or geometry (same formula, charge and spin)	0.179	eV